[1]
47
Properties=species:S:1:pos:R:3:forces:R:3:lowdin_charge:R:1 method="wB97M-V/def2-TZVPD" e_homo_ev="-2.554 / -2.450" charge=-1 lumo_ha="0.093 / 0.093" e_tot_ha=-7246.204482 max_force_ha_per_bohr=0.033 homo_lumo_gap_ev="5.09 / 4.98"
Ti 0.67466 1.64014 -0.57710 0.8 0.0 -0.5 -0.031
Se 3.25876 1.75296 -0.59379 0.2 0.1 0.1 -0.083
Te 2.29654 3.88016 0.29071 0.1 0.1 -0.1 0.267
Te 1.79711 5.05023 -2.10396 0.1 0.0 0.0 0.073
Se 0.39375 3.14779 -2.92910 0.0 -0.2 0.2 -0.242
C -3.50412 1.22809 -1.55102 -0.4 -0.1 0.2 -0.100
C -4.12278 1.20021 -0.28044 0.3 0.0 -0.1 -0.094
C -3.31565 1.27390 0.83076 -0.4 0.0 -0.1 -0.043
C -1.92927 1.38363 0.71974 0.7 0.1 -0.4 -0.254
N -1.32373 1.48661 -0.53461 -1.7 -0.2 0.2 -0.102
C -2.15545 1.36618 -1.63866 0.6 0.2 0.7 -0.206
C -0.99278 1.33406 1.81469 -0.2 0.0 -0.1 -0.225
C -1.41297 1.28482 3.16314 0.0 -0.1 0.0 -0.062
C -0.49820 1.17214 4.17796 0.0 0.0 0.0 -0.123
C 0.87328 1.11261 3.86178 0.0 0.0 -0.1 -0.118
C 1.28653 1.18571 2.55338 0.1 0.0 0.0 -0.176
C 0.38738 1.30800 1.45507 -0.3 0.0 0.1 -0.279
H -4.08323 1.15715 -2.46303 0.0 0.0 0.0 0.095
H -5.19705 1.11871 -0.18237 0.0 0.0 0.0 0.088
H -3.75395 1.22723 1.81849 0.0 0.0 0.0 0.096
H -1.67042 1.42232 -2.60234 0.1 0.1 0.0 0.038
H -2.46761 1.33116 3.41204 0.0 0.0 0.0 0.090
H -0.82897 1.12741 5.20889 0.0 0.0 0.0 0.084
H 1.60534 1.02128 4.65715 0.0 0.0 0.0 0.088
H 2.35359 1.16031 2.34904 0.0 0.0 0.0 0.059
C -1.16271 -3.09795 -0.56981 -0.1 0.0 0.0 -0.149
C -1.02741 -1.57707 -0.58446 0.0 -0.2 0.0 -0.385
P 0.66424 -0.89731 -0.79395 0.2 0.3 -0.2 0.926
C 1.23390 -1.72687 -2.35285 0.0 -0.1 0.0 -0.396
C 2.24707 -0.91824 -3.16019 0.1 0.1 0.0 -0.172
C 1.57311 -1.85917 0.47552 0.0 0.0 0.2 -0.392
C 3.07372 -1.60263 0.56774 0.0 0.0 -0.1 -0.166
H -2.21588 -3.38617 -0.53916 0.0 0.0 0.0 0.067
H -0.68186 -3.54493 0.30062 0.0 0.0 0.0 0.058
H -0.72664 -3.55577 -1.46076 0.0 0.0 0.0 0.060
H -1.41548 -1.14156 0.34007 0.0 0.0 0.0 0.079
H -1.63673 -1.14745 -1.38113 0.0 0.0 0.0 0.067
H 0.33537 -1.91975 -2.94693 0.0 0.1 -0.1 0.074
H 1.65232 -2.70534 -2.09762 0.0 0.0 0.0 0.073
H 1.90411 0.10183 -3.34375 -0.1 0.0 0.0 0.037
H 2.44621 -1.39289 -4.12409 0.0 0.0 0.0 0.064
H 3.19683 -0.82807 -2.62901 0.0 0.0 0.0 0.048
H 1.39453 -2.91368 0.25371 0.0 0.0 0.0 0.064
H 1.08441 -1.63345 1.42725 0.0 0.0 0.0 0.083
H 3.56639 -1.75175 -0.39781 0.0 0.0 0.0 0.061
H 3.53508 -2.29087 1.28014 0.0 0.0 0.0 0.068
H 3.28865 -0.58372 0.88004 0.0 0.0 0.0 -0.009

[2]
45
Properties=species:S:1:pos:R:3:forces:R:3:lowdin_charge:R:1 method="wB97M-V/def2-TZVPD" e_homo_ev=-3.186 charge=-1 lumo_ha=0.107 e_tot_ha=-1275.782032 max_force_ha_per_bohr=0.054 homo_lumo_gap_ev=6.11
C 1.28963 -1.72871 -3.56471 -0.6 -0.3 0.3 -0.228
C -0.10562 -1.71541 -3.85630 0.5 -0.2 0.5 -0.223
C -0.77566 -2.47977 -2.85394 0.7 -0.3 0.1 -0.277
C 0.20920 -2.97351 -1.94254 0.1 -0.1 -0.8 -0.312
C 1.48719 -2.49932 -2.37852 -0.6 -0.1 -0.2 -0.280
Bi 0.07439 -0.13732 -1.13347 0.1 1.4 -1.8 1.824
C -0.76104 2.28612 -2.13844 0.1 -1.5 1.0 -0.149
C 0.64158 2.32402 -2.53874 1.1 1.2 -2.3 -0.716
C 1.14291 3.00978 -3.63236 -1.1 -0.4 1.1 -0.053
N 1.43023 1.50339 -1.81388 0.3 -1.2 2.3 -0.213
H -1.83738 -2.72957 -2.84535 0.3 0.2 0.1 0.073
H -0.56471 -1.27261 -4.73890 0.1 0.0 0.3 0.078
H 0.03538 -3.67363 -1.12333 0.0 0.3 -0.2 0.072
H 2.45276 -2.77623 -1.95208 -0.3 0.2 -0.1 0.071
H 2.07560 -1.29959 -4.18482 -0.3 0.0 0.3 0.078
H -1.49135 2.58603 -2.88955 0.0 -0.2 0.3 0.026
H 2.42672 1.43253 -1.99476 -0.4 0.2 -0.3 0.045
H -0.96561 2.60242 -1.11335 0.0 0.3 -0.2 0.011
H 0.43833 3.60452 -4.19565 0.3 0.2 -0.2 0.006
H 2.19619 2.96110 -3.87691 -0.1 0.0 -0.2 0.008
C 2.76844 -0.07471 0.91926 0.2 0.0 0.2 -0.210
Si 1.30192 -0.04031 2.10560 -1.5 0.2 -1.4 0.356
C 1.24344 -1.68175 3.00326 0.3 -0.1 0.4 -0.180
C 1.50778 1.47745 3.17304 0.3 0.1 0.4 -0.182
N -0.18161 0.09897 1.13549 0.7 0.2 0.1 -0.300
C -1.49830 0.12946 1.57615 0.8 0.0 -0.2 -0.391
C -2.55722 0.05200 0.63054 -0.1 0.0 0.2 -0.102
C -3.88024 0.10391 1.04407 0.2 0.0 0.3 -0.112
C -4.18908 0.24988 2.40432 -0.1 0.0 0.0 -0.138
C -3.15746 0.32867 3.34985 0.1 -0.1 -0.4 -0.114
C -1.81942 0.25551 2.94939 -0.6 0.0 -0.1 -0.067
H 3.66236 -0.08312 1.56822 -0.1 0.0 -0.3 0.032
H 2.83313 0.80070 0.25297 -0.1 -0.3 0.3 0.009
H 2.79910 -0.98639 0.30847 0.0 0.1 0.1 0.015
H 2.16061 -1.81313 3.60008 -0.2 -0.1 -0.1 0.025
H 0.37700 -1.76432 3.67315 0.2 0.0 -0.1 0.021
H 1.17752 -2.50027 2.26653 0.1 0.3 0.2 0.035
H 1.74878 2.33555 2.52694 -0.1 -0.3 0.1 0.038
H 0.61621 1.73947 3.75626 0.2 -0.1 -0.1 0.016
H 2.34545 1.32321 3.87108 -0.2 0.2 -0.1 0.026
H -2.34625 -0.05386 -0.44881 -0.3 0.1 0.8 0.031
H -4.66598 0.02889 0.28796 0.2 0.1 0.3 0.099
H -5.23505 0.30101 2.71113 0.3 0.0 0.0 0.083
H -3.39240 0.44513 4.40921 0.0 0.0 -0.3 0.092
H -1.01749 0.30381 3.69345 -0.4 0.0 -0.3 0.076

[3]
50
Properties=species:S:1:pos:R:3:forces:R:3:lowdin_charge:R:1 method="wB97M-V/def2-TZVPD" e_homo_ev="-1.034 / -0.986" charge=-2 spin_multiplicity=4 lumo_ha="0.156 / 0.156" e_tot_ha=-3507.933686 max_force_ha_per_bohr=0.107 homo_lumo_gap_ev="5.29 / 5.24" s2=3.809
C 0.31376 -1.10891 -2.49677 3.0 2.0 0.0 -0.209
C 1.15938 0.04100 -2.60417 -1.1 -3.0 -0.3 -0.228
C 0.33980 1.19737 -2.66111 -1.7 -0.6 -0.1 -0.201
C 2.62822 0.05073 -2.69358 0.7 0.1 0.2 -0.089
C -1.01344 0.76082 -2.57615 0.4 -1.0 -0.2 -0.230
C -1.03188 -0.66583 -2.46812 -1.0 2.4 0.4 -0.186
C -2.20140 -1.54062 -2.19351 -0.3 0.4 -0.4 -0.064
C 0.72891 -2.51469 -2.31053 0.3 -0.2 0.1 -0.075
C 0.81886 2.59757 -2.75857 0.0 0.2 0.3 -0.045
C -2.17319 1.66808 -2.49728 -0.4 0.6 0.2 -0.083
Mn 1.00173 0.49481 1.11257 -5.0 -2.3 -0.4 0.170
Cl 2.53563 1.66860 0.48071 2.4 2.4 -0.5 0.108
Cl 2.10334 -1.41009 0.87549 0.5 -0.4 0.3 -0.009
O -0.41807 1.55364 0.46431 0.6 -0.9 1.2 -0.402
H 3.03895 -0.95598 -2.77053 0.0 0.0 0.1 0.061
H 3.02903 0.51739 -1.79071 0.3 -0.1 0.0 0.010
H 3.02120 0.62707 -3.54160 -0.2 0.0 -0.1 0.068
H 1.68080 2.72163 -2.08748 -0.1 0.1 -0.2 0.050
H 0.02897 3.27476 -2.40707 0.2 0.0 -0.2 0.074
H 1.13414 2.88408 -3.78174 -0.2 -0.1 0.3 0.079
H -2.07410 2.33826 -1.63513 0.0 0.0 0.1 0.067
H -3.10118 1.11362 -2.34207 0.0 0.1 -0.2 0.057
H -2.26347 2.32014 -3.38121 -0.2 -0.2 0.0 0.064
H -3.10820 -0.93105 -2.30141 0.0 -0.3 -0.1 0.053
H -2.17327 -1.87511 -1.12201 0.4 -0.1 -0.6 0.054
H -2.21778 -2.33921 -2.96523 -0.1 0.0 0.6 0.076
H 1.80954 -2.55651 -2.14397 -0.1 -0.1 -0.1 0.048
H 0.48975 -3.09419 -3.22044 0.0 -0.2 0.4 0.071
H 0.25196 -2.92977 -1.40137 0.0 0.1 -0.5 0.080
H -1.14760 0.91916 0.70816 0.6 0.3 -0.6 -0.010
O -1.18043 -1.35834 0.44030 1.3 -0.7 2.9 -0.482
H -0.89300 -1.84665 1.31143 -0.9 1.3 -2.5 -0.064
C 0.80550 2.19780 9.32959 0.2 0.1 -0.1 -0.088
C 0.56575 1.53650 7.99120 -0.3 -0.5 -0.1 -0.305
C 0.59304 0.12372 7.93097 -0.3 0.2 -0.7 -0.063
C 0.32844 -0.52120 6.70940 -0.3 0.2 -0.4 -0.056
C 0.01198 0.20196 5.53946 0.7 1.4 0.9 -0.237
C 0.03151 1.60849 5.61794 0.0 0.4 0.5 -0.054
C 0.29138 2.28921 6.82405 0.0 -0.8 0.7 -0.049
S -0.32766 -0.56523 3.93951 2.5 -0.7 1.2 0.506
O 0.36722 -1.86252 4.09684 -1.5 1.5 -0.7 -0.354
O -1.75788 -0.49312 3.85901 -0.2 -0.4 -0.5 -0.300
O 0.40539 0.39143 3.02685 -0.4 -0.6 0.2 -0.454
H 0.04049 1.92923 10.08101 0.2 0.1 -0.4 0.074
H 1.78328 1.88018 9.72606 -0.3 0.2 0.0 0.072
H 0.81556 3.28492 9.18974 0.0 -0.1 0.3 0.062
H 0.78759 -0.49648 8.83426 -0.1 0.6 -0.7 0.109
H 0.35522 -1.60457 6.61376 0.0 0.2 0.1 0.102
H -0.14029 2.23212 4.74448 -0.1 -0.4 -0.1 0.113
H 0.25605 3.40146 6.91784 0.1 -1.0 -0.3 0.108

[4]
56
Properties=species:S:1:pos:R:3:forces:R:3:lowdin_charge:R:1 method="wB97M-V/def2-TZVPD" e_homo_ev=-12.364 charge=+1 lumo_ha=-0.175 e_tot_ha=-2421.111627 max_force_ha_per_bohr=0.030 homo_lumo_gap_ev=7.59
C -7.24270 -0.58077 0.77831 0.1 -0.1 0.1 -0.080
C -6.68635 -1.88676 0.24996 -0.3 0.0 0.3 -0.229
O -5.29015 -1.90629 -0.07872 -0.1 0.0 0.2 -0.156
C -4.71989 -0.68157 -0.44928 0.5 -0.6 -0.4 -0.195
C -3.33074 -0.97348 -1.05532 -0.1 0.4 0.5 -0.069
O -2.84096 -2.29354 -0.68721 0.4 -0.1 -0.4 -0.008
N -2.00996 -2.25423 0.39463 -0.3 0.1 0.5 -0.007
C -2.56550 -2.39052 1.60136 0.1 -0.1 0.8 0.061
C -1.75846 -2.38317 2.72694 0.0 0.0 -1.0 -0.033
C -0.38269 -2.24717 2.58571 -0.5 0.1 0.6 -0.275
P 0.76183 -2.25088 4.05509 0.4 -0.2 -0.1 0.601
O 1.35346 -0.74792 3.87616 0.0 0.0 0.3 -0.338
Cl -0.56678 -2.00376 5.57774 0.0 0.0 0.0 0.349
C 0.15947 -2.13829 1.30427 -0.4 -0.1 -0.1 -0.240
O 1.48763 -2.00521 1.07331 -0.3 -0.2 -0.1 0.069
C -0.68722 -2.14022 0.18836 0.7 0.1 -0.1 -0.073
C -0.18965 -2.00854 -1.21771 -0.4 0.1 0.4 0.017
C -0.62871 -3.16230 -2.11236 0.3 -0.1 0.9 -0.526
O -0.99629 -2.99683 -3.21185 -0.6 0.2 -1.4 0.192
O -0.59786 -4.38107 -1.52712 0.4 -0.2 0.0 0.138
H -6.65990 -0.20186 1.61259 0.2 0.1 0.1 0.078
H -8.22841 -0.78971 1.17932 -0.3 0.0 -0.1 0.086
H -7.33533 0.19182 0.02434 0.0 0.1 -0.1 0.077
H -7.27914 -2.22951 -0.59517 0.1 0.0 -0.3 0.123
H -6.81166 -2.63109 1.03021 0.1 -0.2 0.0 0.117
H -5.29788 -0.18666 -1.22646 -0.2 0.3 0.0 0.136
H -4.57872 -0.02503 0.40670 -0.3 0.2 0.1 0.122
H -3.30931 -0.90627 -2.13530 -0.1 -0.5 -0.2 0.140
H -2.62925 -0.23531 -0.67394 0.2 0.1 -0.1 0.130
H -3.63461 -2.51092 1.66124 -0.2 0.1 -0.4 0.154
H -2.23115 -2.48167 3.68610 0.0 0.0 0.2 0.075
H 0.93515 -0.10055 4.46188 0.1 0.2 -0.2 0.060
H 1.98583 -2.35978 1.82373 0.2 0.1 -0.1 0.099
H -0.61010 -1.10086 -1.63712 0.1 0.1 -0.3 0.138
H 0.88838 -1.92099 -1.21282 0.2 0.0 0.0 0.134
H 0.16764 -4.42200 -0.93774 -0.2 -0.2 0.2 0.126
C 3.23366 1.03538 -0.67708 0.1 -0.1 0.0 -0.107
C 2.30542 1.26498 0.49791 0.0 -0.1 0.1 -0.129
O 2.10555 2.67635 0.46128 0.0 -0.1 -0.1 0.065
C 2.34064 3.10656 -0.80525 0.0 0.0 -0.1 -0.576
O 2.10839 4.19822 -1.20088 0.0 0.0 0.0 0.176
O 2.88392 2.11165 -1.55384 -0.1 0.0 0.2 0.054
H 3.07799 0.07917 -1.17094 0.0 0.1 -0.1 0.126
H 4.28623 1.12891 -0.40532 0.0 0.0 0.0 0.139
H 1.33785 0.77021 0.37131 0.0 0.0 0.0 0.116
H 2.73592 0.96565 1.45046 0.0 0.1 0.0 0.130
C 5.60523 4.21098 -2.02801 -0.2 0.0 -0.1 -0.123
C 6.36005 5.50809 -2.22297 0.0 0.1 0.0 -0.107
O 7.49842 5.32313 -1.37350 0.0 -0.1 0.0 0.065
C 7.70057 3.99432 -1.20772 0.0 0.1 0.0 -0.570
O 8.65016 3.50921 -0.69036 0.0 0.0 0.0 0.171
O 6.65267 3.28922 -1.71064 0.0 0.0 0.0 0.050
H 5.06943 3.88965 -2.91704 0.1 -0.1 0.0 0.136
H 4.90983 4.25471 -1.18826 0.0 0.1 0.0 0.120
H 6.70291 5.64170 -3.25011 0.0 0.0 0.0 0.135
H 5.79513 6.38483 -1.91886 0.1 0.0 0.1 0.135

[5]
45
Properties=species:S:1:pos:R:3:forces:R:3:lowdin_charge:R:1 method="wB97M-V/def2-TZVPD" e_homo_ev="2.687 / -0.168" charge=-2 spin_multiplicity=4 lumo_ha="0.197 / 0.196" e_tot_ha=-2443.659902 max_force_ha_per_bohr=0.076 homo_lumo_gap_ev="2.68 / 5.51" s2=3.890
C 0.11887 -1.25805 -3.19332 -1.3 -0.1 -0.9 -0.128
C -1.15762 -1.22429 -2.62654 -0.8 -1.5 -1.2 -0.217
C -1.12475 -1.92159 -1.36634 -0.6 -1.8 -0.4 -0.223
C 0.19405 -2.37527 -1.13973 -0.6 -0.9 -0.4 -0.158
C 1.08778 -1.92884 -2.28305 1.4 -0.7 -0.3 -0.464
Co 0.05091 -0.41990 -1.30346 -0.3 3.9 0.4 0.420
C -1.62706 1.95500 -2.07600 -0.5 -1.1 1.8 -0.178
C -1.27053 2.95795 -2.90228 -0.5 0.4 -1.4 -0.409
C -0.16131 3.28056 -3.53170 0.2 0.7 -0.2 -0.219
N 1.85538 -0.76329 -1.69882 2.0 -0.6 -1.2 -0.143
H -1.98070 -2.09732 -0.72864 0.1 0.1 0.0 0.093
H -2.05171 -0.83226 -3.08795 0.1 0.2 0.1 0.088
H 0.54345 -2.99859 -0.31638 -0.1 0.5 -0.1 0.088
H 1.71580 -2.73806 -2.67971 0.3 -0.2 -0.4 0.096
H 0.36333 -0.89958 -4.19243 0.1 0.3 0.4 0.099
H -2.20688 1.12750 -2.49442 0.0 0.4 0.4 -0.008
H 2.28210 -0.15880 -2.44236 -0.8 -0.9 0.3 0.036
H -1.46391 1.99664 -0.98693 -0.3 -0.1 -0.6 -0.006
H -0.13713 3.99767 -4.33755 0.3 0.5 0.0 -0.027
H 0.75042 2.76827 -3.24983 0.6 -0.3 -0.2 0.000
C 3.33464 -0.42073 0.41247 0.5 -0.1 0.3 -0.233
Si 1.74470 -0.13660 1.37164 -2.7 0.2 -2.3 0.410
C 1.57037 -1.65523 2.43473 0.4 -0.3 0.9 -0.195
C 1.88219 1.47096 2.29414 0.6 0.2 0.8 -0.199
N 0.18300 0.06505 0.50097 0.6 0.7 3.0 -0.171
C -1.03055 0.18198 1.20700 1.8 0.0 -0.1 -0.359
C -1.70848 -0.94692 1.74787 0.0 0.3 0.1 -0.072
C -2.81857 -0.76861 2.56800 0.1 0.2 -0.3 -0.136
C -3.30396 0.52063 2.81928 -0.2 0.0 0.2 -0.162
C -2.67333 1.63835 2.26200 0.3 -0.2 -0.3 -0.122
C -1.54726 1.47567 1.46021 -0.3 -0.2 0.3 -0.074
H 4.15777 -0.53777 1.13565 0.0 0.2 0.2 0.006
H 3.56701 0.42878 -0.24430 -0.1 -0.3 0.1 0.022
H 3.29187 -1.32523 -0.21411 -0.1 0.6 0.4 0.013
H 2.53049 -1.80770 2.95011 -0.1 -0.2 0.1 0.010
H 0.78351 -1.53612 3.19063 0.1 -0.1 -0.1 0.017
H 1.35771 -2.55438 1.83932 0.0 0.4 0.0 0.016
H 1.88205 2.31682 1.59151 0.0 -0.3 0.1 0.031
H 1.04796 1.60107 2.99674 0.1 0.0 -0.1 0.019
H 2.82721 1.48409 2.85513 -0.1 0.2 0.1 0.007
H -1.31141 -1.94649 1.53733 -0.1 0.4 0.1 0.098
H -3.30765 -1.64423 2.99979 0.0 0.2 0.0 0.081
H -4.18465 0.65347 3.44492 0.1 0.0 0.0 0.068
H -3.04564 2.64713 2.44377 0.0 -0.2 0.1 0.086
H -1.00950 2.32824 1.03264 -0.2 -0.4 0.2 0.103